(1)
Entry from the Open Molecules 2025 dataset: a 2-piece molecular cluster, C9H15ClN2S overall at a distorted geometry (wB97M-V/def2-TZVPD).

Calculated values
HOMO: -8.1 eV
Calculated total energy: -1319.65618 hartree
Charge: 0
Gap between HOMO and LUMO: 8.73 eV
LUMO energy: 0.0216 Ha

Positions of all 28 atoms, in Å:
1 C 0.692971 2.327983 0.005408
2 C 1.056590 1.851526 1.189066
3 C 0.629055 0.082537 -0.207741
4 C 2.881820 -0.270744 2.734386
5 C -2.557369 0.460865 -1.727454
6 C -2.494343 -1.075545 0.208382
7 C 0.144445 -1.441961 -3.004416
8 C 1.378716 -0.390537 2.107187
9 C -2.114343 -0.580880 -1.163703
10 N 0.376477 1.244921 -0.754065
11 N 1.076315 0.460151 1.083769
12 S -1.491994 -1.945488 -2.303010
13 Cl 0.121762 -0.056471 3.398774
14 H 0.577927 3.405443 -0.283706
15 H 1.441436 2.425768 1.965328
16 H 2.921297 0.455980 3.537897
17 H 3.066850 -1.345570 3.040218
18 H 3.554657 0.029534 2.013333
19 H -3.121862 1.320966 -1.184937
20 H -2.225383 0.728237 -2.772149
21 H -0.428364 1.638315 -1.546483
22 H -2.628438 -2.196531 0.103593
23 H -3.430442 -0.726326 0.592930
24 H -1.734807 -0.871359 0.924999
25 H 0.621203 -2.247750 -3.588602
26 H 0.818541 -1.133350 -2.307393
27 H -0.197564 -0.710107 -3.734633
28 H 1.064847 -1.439607 1.673018

Cartesian forces (eV/Å) of the 2 atoms listed first:
C -0.36 2.27 0.77
C 0.87 -0.59 -0.44

***

(2)
Entry from the Open Molecules 2025 dataset: C9H15F3GaO6 as an isolated structure (wB97M-V/def2-TZVPD).

Calculated values
HOMO: -4.3 eV
Calculated total energy: -3027.82058 hartree
Charge: -1
Gap between HOMO and LUMO: 6.53 eV
LUMO energy: 0.0824 Ha

Positions of all 34 atoms, in Å:
1 C -0.543095 -4.426500 -3.685694
2 C 0.889712 -4.743482 -3.265350
3 C 1.644195 -3.493799 -2.795561
4 Ga 1.572344 -3.169806 -0.793753
5 F 0.610930 -4.568019 -0.069932
6 H -0.930999 -3.593610 -3.101075
7 H -0.597642 -4.139773 -4.735900
8 H -1.218470 -5.263673 -3.523258
9 H 1.402168 -5.206501 -4.112289
10 H 0.849558 -5.480193 -2.465219
11 H 1.207396 -2.614613 -3.275885
12 H 2.689725 -3.531121 -3.104311
13 H 0.748427 -1.846650 -0.396153
14 H 3.053064 -3.148295 -0.138376
15 C 2.361975 1.317223 3.162712
16 C 0.907633 1.412036 2.733179
17 O 0.992416 1.335887 1.345320
18 C 2.144456 0.640209 1.006558
19 O 2.375952 0.187060 -0.043590
20 O 2.932814 0.548868 2.118264
21 F 0.355799 2.616431 3.089178
22 H 2.799547 2.318647 3.172991
23 H 2.515827 0.828131 4.119735
24 H 0.259724 0.617911 3.107988
25 C -2.384428 5.144500 0.899065
26 C -2.536830 4.148507 2.037954
27 O -3.737344 3.491951 1.692852
28 C -3.916586 3.576459 0.342248
29 O -4.709354 2.959538 -0.275331
30 O -3.044510 4.476853 -0.173553
31 F -2.689734 4.754838 3.242089
32 H -2.922247 6.063570 1.140540
33 H -1.355776 5.363908 0.632862
34 H -1.726646 3.423509 2.111694

Cartesian forces (eV/Å) of the 2 atoms listed first:
C -0.07 0.09 0.10
C 0.00 0.09 0.00

***

(3)
Entry from the Open Molecules 2025 dataset: a 3-piece molecular cluster, C9H15F5NO4PS overall (wB97M-V/def2-TZVPD).

Calculated values
HOMO: -9.3 eV
Calculated total energy: -1946.54780 hartree
Structure (SMILES): O=C(N[PH2]=S)OC(F)(F)C(F)(F)F.CC(C)=O.CC(C)=O
Charge: 0
Gap between HOMO and LUMO: 9.59 eV
LUMO energy: 0.0124 Ha

Positions of all 36 atoms, in Å:
1 O -0.615406 -0.695137 1.636328
2 C -1.118865 -0.032848 0.781745
3 N -0.656294 1.219409 0.280290
4 P 0.796543 1.134712 -0.653962
5 S 1.125409 2.518571 -1.919848
6 O -2.261959 -0.472720 0.174118
7 C -2.927350 0.236706 -0.810452
8 F -2.173889 0.394495 -1.886705
9 F -3.946544 -0.543632 -1.131180
10 C -3.493290 1.632130 -0.343890
11 F -3.417551 1.715460 0.991732
12 F -2.824213 2.642613 -0.873292
13 F -4.771272 1.738511 -0.696791
14 H -0.467740 1.801751 1.098113
15 H 1.769766 1.010362 0.346119
16 H 0.660541 -0.176434 -1.131247
17 C -2.534031 -3.372924 1.766117
18 C -3.315500 -4.654534 1.922411
19 C -4.094052 -4.814199 3.208398
20 O -3.321269 -5.509572 1.068061
21 H -2.020766 -3.371508 0.807994
22 H -3.204737 -2.514472 1.818565
23 H -1.802739 -3.273734 2.569361
24 H -4.817230 -4.003088 3.311352
25 H -3.417974 -4.764135 4.063855
26 H -4.613648 -5.769227 3.208102
27 C 5.310402 1.752867 -2.598139
28 C 5.202867 3.124669 -1.970832
29 C 6.452812 3.667499 -1.316946
30 O 4.169296 3.747663 -1.993031
31 H 4.351219 1.475882 -3.029460
32 H 6.077352 1.753003 -3.374854
33 H 5.604271 1.017660 -1.846247
34 H 7.259027 3.734147 -2.049702
35 H 6.784364 2.996899 -0.522028
36 H 6.252451 4.653157 -0.904056

Cartesian forces (eV/Å) of the 2 atoms listed first:
O -0.28 0.31 -0.24
C 0.06 0.02 -0.09

***

(4)
Entry from the Open Molecules 2025 dataset: a 2-piece molecular cluster, C9H15INSi overall at a distorted geometry (wB97M-V/def2-TZVPD).

Calculated values
HOMO: -12.6 eV
Calculated total energy: -993.63094 hartree
Charge: +1
Gap between HOMO and LUMO: 7.81 eV
LUMO energy: -0.1746 Ha

Positions of all 27 atoms, in Å:
1 C -3.390684 1.622587 -1.135849
2 C -2.339906 1.596099 -2.037781
3 C -3.352540 0.815322 -0.012301
4 C -1.271861 0.741372 -1.833741
5 C -2.277033 -0.030304 0.201402
6 C -1.241111 -0.090528 -0.720910
7 C 2.713450 0.315352 -0.896371
8 C 1.565174 -0.460207 2.107359
9 C -0.150227 -1.141308 -0.617319
10 N -0.599957 -2.413631 -0.028637
11 Si 1.482051 -0.566506 0.225164
12 I 2.370563 -3.824344 -0.271421
13 H -4.242892 2.258458 -1.310864
14 H -2.362726 2.219544 -2.918648
15 H -4.169025 0.825968 0.692665
16 H -0.472694 0.694987 -2.559256
17 H -2.277085 -0.662781 1.077623
18 H 3.611649 -0.278412 -1.061344
19 H 2.284705 0.535682 -1.875100
20 H 3.030705 1.261257 -0.456926
21 H 1.819704 0.553701 2.418648
22 H 0.620437 -0.717696 2.587392
23 H 2.332968 -1.117152 2.513368
24 H 0.126422 -1.394705 -1.654570
25 H -1.383041 -2.783426 -0.561205
26 H 0.781441 -3.524234 -0.166775
27 H -0.908954 -2.307081 0.932858

Cartesian forces (eV/Å) of the 2 atoms listed first:
C 0.00 0.00 0.02
C 0.02 0.07 -0.09

***

(5)
Entry from the Open Molecules 2025 dataset: C9H15MgO11S as an isolated structure at a distorted geometry (wB97M-V/def2-TZVPD).

Calculated values
HOMO: -4.1 eV
Calculated total energy: -1778.07756 hartree
Charge: -1
Gap between HOMO and LUMO: 6.46 eV
LUMO energy: 0.0868 Ha

Positions of all 37 atoms, in Å:
1 Mg 0.305697 -0.037488 -1.666818
2 S -1.082054 1.755410 -2.865329
3 O 0.222015 1.099138 -3.259045
4 O -0.909452 3.180168 -2.590863
5 O -2.141954 1.497508 -3.831698
6 O -1.306984 0.994157 -1.565398
7 C 2.385259 -2.004600 -3.140215
8 O 1.566120 -1.361737 -2.256114
9 H 2.996469 -1.295449 -3.731870
10 H 3.070353 -2.707110 -2.629680
11 H 1.805294 -2.586373 -3.885373
12 C 2.254462 4.249191 2.857271
13 C 2.858172 3.429796 1.743132
14 C 3.538704 2.138641 2.178362
15 O 3.214927 1.217546 1.142275
16 C 2.157056 1.698523 0.446964
17 O 1.606990 1.114110 -0.420438
18 O 1.823269 2.930271 0.876539
19 H 1.751249 3.618310 3.586391
20 H 1.528453 4.949950 2.448153
21 H 3.057998 4.831806 3.313657
22 H 3.505135 4.064028 1.135296
23 H 3.165832 1.761061 3.131059
24 H 4.617196 2.277431 2.249533
25 C -3.840898 -4.382226 0.570470
26 C -3.581112 -2.980026 0.100364
27 C -3.620674 -1.893547 1.179513
28 O -2.425669 -1.141983 0.973758
29 C -1.668327 -1.740238 0.030515
30 O -0.631591 -1.301172 -0.344493
31 O -2.234366 -2.873126 -0.404153
32 H -4.858887 -4.471281 0.947531
33 H -3.113660 -4.672033 1.331419
34 H -3.703781 -5.085945 -0.251578
35 H -4.243563 -2.715954 -0.726789
36 H -3.581497 -2.319078 2.189263
37 H -4.486181 -1.237679 1.138390

Cartesian forces (eV/Å) of the 2 atoms listed first:
Mg 1.57 -0.84 -0.86
S 0.17 0.66 -0.32

***

(6)
Entry from the Open Molecules 2025 dataset: one molecule with the formula C9H15N at a distorted geometry (wB97M-V/def2-TZVPD).

Calculated values
HOMO: -8.4 eV
Calculated total energy: -406.60692 hartree
Structure (SMILES): C[C@@H]1C[C@H]2C[C@@H]3[C@H]2[C@]3(N)C1
Charge: 0
Gap between HOMO and LUMO: 9.53 eV
LUMO energy: 0.0407 Ha

Positions of all 25 atoms, in Å:
1 C -0.360545 -2.172924 0.779131
2 C -0.964499 -0.793410 0.993990
3 C -1.698284 -0.216488 -0.201858
4 C -0.868665 0.562676 -1.217009
5 C -0.398253 2.016318 -0.968621
6 C 0.969649 1.534424 -0.814072
7 C 0.551936 0.143783 -1.193598
8 C 1.075498 0.387395 0.159142
9 N 2.325782 -0.277033 0.315493
10 C 0.197126 0.159389 1.342845
11 H -1.162283 -2.769751 0.228099
12 H -0.176747 -2.747137 1.678425
13 H 0.592153 -2.314174 0.186033
14 H -1.727590 -0.893834 1.837789
15 H -2.552998 0.477337 0.065049
16 H -2.211751 -0.991652 -0.723502
17 H -1.358770 0.454819 -2.200757
18 H -0.558062 2.680146 -1.809363
19 H -0.847642 2.509685 -0.059049
20 H 1.870103 2.000820 -1.190318
21 H 1.116930 -0.514061 -1.831422
22 H 2.755007 -0.110610 1.205617
23 H 2.947910 0.028281 -0.393254
24 H -0.299671 1.123187 1.683542
25 H 0.783666 -0.277185 2.127667

Cartesian forces (eV/Å) of the 2 atoms listed first:
C -0.91 -2.01 -1.98
C 0.38 0.22 1.10